Entry 1:
Below is a molecular structure, C31H48Cl3N4O4PrSi in a non-equilibrium geometry, with properties calculated with wB97M-V/def2-TZVPD.

The HOMO energy (alpha / beta) comes out at -5.178 / -5.178 eV. For the max |F|, the calculation gives 2.9 eV Å⁻¹. As for the lowest unoccupied orbital energy (alpha / beta): 0.03 / 0.03 eV. As for the energy above the lowest of the compared OMol25 structures with the same formula, charge and spin: 384.4 kJ/mol. As for the energy: -106593.722 eV.

```
! RIJCOSX wB97M-V def2-TZVPD def2/J DEFGRID3
* xyz 0 3
C 4.07481 -2.31153 -3.22161
C 4.30751 -1.22860 -2.20550
H 5.02052 -2.56506 -3.71604
H 3.32583 -1.99180 -3.97029
H 3.64818 -3.20540 -2.73380
C 5.20422 -0.23149 -2.39322
C 5.97887 -0.06251 -3.65288
H 5.33427 0.55314 -1.64619
H 5.35174 -0.21255 -4.54481
H 6.82477 -0.76155 -3.72175
H 6.39347 0.95305 -3.68118
Pr -1.72070 -0.56401 -0.62946
Cl -0.50706 -2.63340 0.79742
Cl -3.94970 0.20101 -1.98938
H -6.67282 -0.87316 1.53613
H -6.47866 -3.52716 2.14908
C -5.91171 -1.06774 0.77836
C -5.84391 -3.55844 1.25313
N -5.14831 -2.27805 1.12930
H -5.22950 -0.20879 0.72554
C -3.83003 -2.15140 1.22631
O -3.30015 -1.02348 1.00457
H -5.05275 -4.30711 1.36494
H -3.20542 -3.03099 1.44595
H -6.36899 -1.17450 -0.20997
H -6.42598 -3.73607 0.33527
H 1.25747 0.44010 -3.87506
H 3.14555 2.79240 -2.80245
C 0.79516 1.43524 -4.04801
C 2.18296 3.27694 -3.02221
N 1.08338 2.31747 -2.89573
H -0.29692 1.30085 -4.18098
C 0.44544 2.12495 -1.72900
O -0.46963 1.26952 -1.59078
H 2.02845 4.09867 -2.31215
H 0.77800 2.78023 -0.89215
H 1.23359 1.89906 -4.94974
H 2.21967 3.66351 -4.04715
O 2.28253 -0.89718 -1.95826
C 3.25321 -1.19974 -1.10032
C 3.24608 1.18651 -0.26700
C 3.34471 -0.17937 0.05256
H 2.81563 1.44860 -1.22936
C 3.68056 2.13001 0.67254
H 3.23130 -2.21328 -0.64063
C 3.47412 -0.57497 1.39139
H 3.66667 3.19690 0.42126
C 4.14458 1.68486 1.92205
C 3.95708 0.34821 2.31221
H 3.21665 -1.59972 1.66724
H 4.61593 2.38591 2.62884
H 4.19277 0.00987 3.34165
Si -1.11223 -3.28866 -3.49136
Cl -0.19027 -1.48959 -2.67305
C -2.38062 -2.52175 -4.67155
C -1.88413 -4.20892 -2.07133
C 0.00800 -4.31778 -4.56673
H -2.81948 -1.59369 -4.25570
H -3.18870 -3.24400 -4.90409
H -1.83791 -2.33003 -5.61635
H 0.37455 -3.69557 -5.41633
H -0.59628 -5.14748 -5.00743
H 0.86320 -4.76715 -4.01778
H -1.71395 -3.77706 -1.07770
H -1.50515 -5.23662 -2.03734
H -2.96299 -4.31437 -2.19850
C -2.43183 3.25944 4.90838
N -2.28621 2.63765 3.60716
N -1.30090 1.74784 3.35277
C -1.34999 1.40183 2.01404
O -0.59922 0.53560 1.46661
C -2.43604 2.14910 1.44851
C -3.00592 2.85578 2.49168
C -4.20983 3.72889 2.48858
C -0.22583 1.52206 4.26066
C -0.43737 0.92419 5.50670
C 0.62228 0.78579 6.40498
C 1.89152 1.28631 6.07367
C 2.09353 1.91735 4.83283
C 1.04145 1.99616 3.91917
H -2.52716 2.51011 5.70443
H -3.35791 3.83575 4.87246
H -1.60512 3.95539 5.13087
H -2.73251 2.12473 0.40636
H -4.95728 3.38778 3.23342
H -3.96199 4.79330 2.68036
H -4.65706 3.64354 1.48223
H -1.44051 0.58550 5.75811
H 0.46936 0.26486 7.36297
H 2.72929 1.19049 6.78986
H 3.09047 2.31617 4.58008
H 1.18732 2.44911 2.92966
*
```



Entry 2:
Below is 9 unconnected molecules or ions with the total composition C31H48F3NO37S8 in a non-equilibrium geometry, with properties calculated with wB97M-V/def2-TZVPD.

As for the SMILES: [H]/N=C(/C)C[C@](O)(COC(F)(F)F)OC(=O)CC(=O)c1ccccc1.O=S1(=O)OCCO1.O=S1(=O)OCCO1.O=S1(=O)OCCO1.O=S1(=O)OCCO1.O=S1(=O)OCCO1.O=S1(=O)OCCO1.O=S1(=O)OCCO1.O=S1(=O)OCCO1. The HOMO energy comes out at -8.769 eV. For the max |F|, the calculation gives 6.0 eV Å⁻¹. As for the lowest unoccupied orbital energy: -0.49 eV. As for the energy: -204993.768 eV.

```
! RIJCOSX wB97M-V def2-TZVPD def2/J DEFGRID3
* xyz 0 1
H 1.30042 -2.36897 -2.02289
N 0.63351 -2.56972 -1.25759
C 0.95813 -1.86832 -0.22319
C 0.09406 -2.07764 1.06910
C 2.19759 -0.92900 -0.36929
C 1.86267 0.63202 -0.40960
O 3.12934 1.27969 -0.69953
C 1.48194 1.07805 1.05696
O 1.57820 2.53264 1.23086
C 0.92191 2.92569 2.36624
F 1.23046 2.13766 3.48363
F -0.45128 2.91715 2.25631
F 1.29144 4.21739 2.69777
O 0.97392 1.03572 -1.44615
C -0.33300 1.35992 -1.01279
O -0.65564 2.44980 -0.63022
C -1.54914 0.30742 -1.08387
C -2.43310 0.33700 0.23126
O -1.96399 0.39757 1.35806
C -4.02142 0.24541 0.18191
C -4.65384 -0.58044 1.27031
C -6.13338 -0.73059 1.40374
C -6.97943 -0.01842 0.41590
C -6.34799 0.78278 -0.67332
C -4.85922 0.94319 -0.81787
H -1.00631 -2.12693 0.80406
H 0.34655 -3.12199 1.45143
H 0.31670 -1.37349 1.91421
H 2.88593 -1.13622 0.51575
H 2.79002 -1.16130 -1.29788
H 3.76311 0.78221 -0.13690
H 0.51219 0.66777 1.45829
H 2.29669 0.65910 1.73554
H -2.21421 0.71295 -1.91708
H -1.23932 -0.72041 -1.41937
H -4.00747 -1.09896 2.02132
H -6.51561 -1.34503 2.26258
H -8.09498 -0.10811 0.54511
H -7.06179 1.30840 -1.37379
H -4.39819 1.58221 -1.63691
O -6.16361 -3.37772 -0.28801
S -5.55593 -3.86623 -1.47364
O -6.14319 -3.72225 -2.76015
O -5.17159 -5.42401 -1.24924
C -3.75984 -5.59424 -1.42191
C -3.15475 -4.25675 -1.02584
O -4.06361 -3.28031 -1.52259
H -3.56514 -5.81788 -2.47405
H -3.39236 -6.41078 -0.80321
H -2.16377 -4.10526 -1.44508
H -3.10712 -4.15331 0.06237
O 6.61376 0.52793 2.83571
S 6.36485 1.15117 4.09261
O 6.82924 0.61080 5.32438
O 4.77624 1.42217 4.21341
C 4.54697 2.82449 4.40209
C 5.71328 3.51816 3.71899
O 6.84488 2.69333 3.99875
H 4.54149 3.02695 5.47676
H 3.58728 3.11333 3.97442
H 5.87308 4.52909 4.09073
H 5.57589 3.54800 2.63422
O -4.18610 1.56531 -3.88692
S -4.80433 2.16407 -5.02346
O -5.62282 1.44253 -5.93203
O -3.66446 2.94349 -5.85070
C -4.00912 4.32525 -5.95794
C -4.83938 4.62830 -4.72389
O -5.63646 3.46235 -4.52351
H -4.59464 4.45981 -6.87180
H -3.11006 4.93824 -6.01091
H -5.46912 5.50786 -4.84975
H -4.20380 4.75983 -3.84347
O 3.93976 -0.25040 4.35057
S 3.73015 -1.12825 5.45858
O 3.79496 -0.69197 6.80966
O 4.69885 -2.41002 5.28009
C 3.91537 -3.60415 5.23990
C 2.57225 -3.18265 4.67009
O 2.31852 -1.89772 5.23816
H 3.81129 -3.97803 6.26176
H 4.40512 -4.35954 4.62648
H 1.77497 -3.87964 4.92422
H 2.62221 -3.06842 3.58309
O 7.13282 4.33612 -0.11058
S 6.58128 5.10807 -1.17195
O 7.38456 5.74890 -2.15390
O 5.57657 6.20063 -0.52944
C 4.26627 6.02711 -1.07337
C 4.17363 4.55408 -1.42479
O 5.46764 4.21280 -1.92793
H 4.18171 6.65310 -1.96564
H 3.50994 6.32666 -0.34880
H 3.40548 4.35178 -2.16919
H 3.98584 3.94618 -0.53584
O -1.42725 2.65482 9.29388
S -0.84661 3.26338 8.14635
O -0.92593 4.66017 7.89425
O -1.36644 2.46861 6.83576
C -0.24464 1.95236 6.11662
C 0.82891 1.72210 7.15571
O 0.70863 2.81847 8.06260
H 0.06902 2.70233 5.38917
H -0.51696 1.03435 5.59676
H 1.82508 1.68971 6.71617
H 0.64667 0.80007 7.71469
O -3.62467 0.13746 -6.14138
S -2.99421 0.68711 -7.30356
O -3.01059 2.07618 -7.60606
O -3.52078 -0.13176 -8.59573
C -2.41200 -0.71901 -9.27774
C -1.36502 -0.95877 -8.20477
O -1.45870 0.17352 -7.33944
H -2.05555 -0.00610 -10.02606
H -2.71458 -1.64137 -9.77215
H -0.36040 -1.04655 -8.61569
H -1.59716 -1.85246 -7.61885
O -0.85980 -5.84252 -0.57544
S -0.22453 -6.30711 -1.76824
O -0.80585 -6.16793 -3.05762
O 0.19547 -7.85396 -1.55649
C 1.60689 -7.99868 -1.72068
C 2.19275 -6.66003 -1.31419
O 1.26941 -5.69034 -1.81049
H 1.80728 -8.21517 -2.77309
H 1.98021 -8.81676 -1.10591
H 3.18483 -6.49652 -1.73210
H 2.23621 -6.56012 -0.22596
*
```